A 9-piece molecular cluster, C39H91Cl4NO19P2 overall in a non-equilibrium geometry, computed with ωB97M-V/def2-TZVPD.

```
156
Properties=species:S:1:pos:R:3:forces:R:3
C 3.13187 -6.12443 1.28156 -0.339 0.993 -0.472
C 3.02221 -4.87975 0.39019 -0.926 0.256 0.084
C 1.84490 -4.93627 -0.60307 0.481 0.309 -0.328
C 1.76979 -3.61220 -1.38037 0.021 -0.405 -0.650
N 0.80400 -3.63239 -2.56404 -0.772 0.020 -0.088
C 1.01593 -2.47297 -3.50052 -0.116 0.634 0.354
C 0.37468 -2.80953 -4.81305 -0.434 -0.269 -0.237
C 0.49665 -4.32820 -4.93001 -0.248 -1.243 1.036
C 0.95447 -4.79345 -3.51654 1.114 0.263 0.702
C -0.64827 -3.58438 -2.06360 1.115 -0.059 -0.543
H 4.03523 -6.00204 1.87617 0.029 -0.527 0.031
H 3.13382 -7.00120 0.63328 0.335 -0.211 0.255
H 2.26943 -6.18977 1.94543 0.024 -0.050 0.060
H 3.92629 -4.75114 -0.20428 0.061 -0.073 0.073
H 2.90354 -3.96002 0.96518 0.224 -0.126 0.324
H 0.86812 -5.15298 -0.16732 0.155 -0.159 0.335
H 2.14793 -5.76185 -1.25252 -0.512 0.024 -0.393
H 2.75447 -3.34886 -1.76880 -0.094 -0.424 -0.132
H 1.48007 -2.74751 -0.78197 -0.252 -0.148 0.182
H 0.61374 -1.56764 -3.04431 0.371 -0.114 0.125
H 2.08134 -2.35219 -3.70248 -0.098 -0.236 0.316
H -0.68003 -2.53590 -4.83259 0.030 0.104 -0.026
H 0.91908 -2.23507 -5.56135 -0.311 -0.388 -0.237
H -0.44677 -4.82107 -5.16326 -0.086 0.237 -0.196
H 1.24096 -4.73957 -5.60929 -0.024 0.428 -0.273
H 0.51752 -5.64115 -2.99235 -0.257 -0.230 -0.627
H 2.03472 -4.94528 -3.56216 0.012 -0.244 0.082
H -1.23999 -3.74775 -2.96125 -0.399 0.436 0.194
H -0.76154 -2.61457 -1.58880 -0.405 -0.026 -0.130
H -0.86086 -4.38321 -1.35661 0.290 0.015 0.066
C -0.24192 1.74096 -0.74222 -0.111 1.346 1.321
C 0.89228 1.02590 -1.43920 0.600 0.762 -2.019
O 0.68132 -0.14175 -1.86523 -0.353 -0.623 0.700
O 1.90157 1.69358 -1.76470 -0.042 -0.015 0.703
H 0.07733 2.68399 -0.29366 0.484 -0.125 -0.008
H -0.71000 1.16951 0.06135 0.415 0.635 -0.351
H -1.02588 2.09890 -1.41348 -0.038 -0.562 -0.327
Cl 1.85120 2.35166 -7.17185 -0.353 -0.513 0.502
C 0.86190 1.20375 -6.18251 -0.191 -0.371 -0.353
C 1.60249 0.42556 -5.13610 -0.002 -0.040 0.396
Cl 2.76775 -0.74462 -5.84410 0.392 0.520 -0.066
H 0.41006 0.45820 -6.83647 0.046 0.316 -0.402
H 0.04149 1.74604 -5.71626 0.193 0.242 0.014
H 0.88575 -0.21815 -4.62627 -0.144 0.332 0.044
H 2.07309 1.04286 -4.37179 0.274 -0.087 -0.111
Cl 4.93994 -2.23787 -0.11366 0.098 0.425 0.392
C 4.27709 -0.74361 -0.87685 -0.484 -0.983 -0.543
C 3.96375 -1.08527 -2.31900 0.519 1.657 -0.340
Cl 5.48812 -1.50352 -3.18340 -0.362 -0.338 -0.076
H 5.01206 0.05246 -0.80902 -0.036 -0.071 0.107
H 3.33984 -0.49787 -0.38122 0.140 0.169 0.130
H 3.64760 -0.15554 -2.79276 -0.208 0.008 0.069
H 3.15830 -1.79198 -2.48900 0.734 0.049 0.321
C -2.12977 0.81049 -3.74005 0.361 0.805 2.301
O -2.11731 0.14452 -4.97682 -1.161 -0.547 -0.893
P -3.23850 -0.97549 -5.26208 0.591 -0.123 -0.725
O -3.26134 -2.11177 -4.34193 0.104 0.136 -0.151
O -4.59638 -0.13636 -5.36351 0.890 0.199 0.137
C -5.77524 -0.80145 -5.75016 -1.641 0.090 -0.865
O -2.91395 -1.43261 -6.78395 -0.010 0.677 0.997
C -3.28068 -0.54352 -7.84651 -0.319 0.627 -0.269
H -1.34892 1.56875 -3.67121 0.269 -0.227 -0.636
H -1.93166 0.14908 -2.89335 0.092 -0.374 -0.289
H -3.02737 1.36088 -3.44381 -0.467 -0.275 -0.812
H -6.32982 -0.26179 -6.52613 0.629 0.588 -0.121
H -6.51608 -0.79146 -4.95094 0.464 -0.636 0.385
H -5.61689 -1.76378 -6.23778 0.203 -0.304 0.696
H -3.98438 -1.06470 -8.49390 0.013 0.024 0.013
H -2.45569 -0.16569 -8.45099 0.448 -0.615 0.239
H -3.73584 0.36626 -7.45512 -0.260 -0.140 0.019
C -1.15685 1.13046 3.43612 0.989 1.428 0.229
O -1.85895 -0.08598 3.52713 -0.850 -0.883 1.637
P -2.06232 -0.69280 5.02028 1.385 -0.173 -0.964
O -0.80630 -0.95433 5.76155 -1.236 0.074 -0.293
O -3.01885 0.37453 5.70018 -0.400 -0.423 -0.120
C -3.34306 0.24665 7.08236 0.147 0.539 1.018
O -2.94340 -1.97024 4.65346 0.471 1.145 0.112
C -3.21339 -3.01924 5.59780 -0.578 0.276 -0.831
H -0.61241 1.13891 2.49389 -0.160 0.040 -0.058
H -0.42581 1.31163 4.22941 0.183 -0.745 0.070
H -1.76683 2.03105 3.54271 -0.619 -0.331 -0.466
H -2.62791 0.83621 7.65605 -0.026 0.046 -0.004
H -3.32719 -0.74973 7.52709 0.201 -0.298 -0.617
H -4.34234 0.63268 7.27643 0.011 0.166 -0.405
H -3.00469 -3.90029 4.99410 0.126 -0.403 0.754
H -4.28435 -2.96064 5.79786 0.029 -0.190 0.153
H -2.66565 -2.91721 6.53221 0.330 -0.220 -0.224
C -2.15975 4.18886 1.14305 0.939 0.251 0.411
O -2.32737 5.29136 2.01163 -0.986 0.328 -0.205
C -1.34554 6.26828 1.83513 1.539 0.366 0.140
C -1.54328 7.53539 2.67318 -1.216 -1.395 -0.053
O -1.43762 7.16117 4.03173 0.602 0.194 0.336
C -1.88502 8.17095 4.91912 -0.369 -0.375 -0.545
C -1.87935 7.76974 6.39110 -0.167 -0.221 -0.590
O -2.72795 6.65407 6.60204 -0.806 0.307 -0.101
C -2.77292 6.25063 7.96209 0.544 0.052 -0.354
H -2.20332 4.47141 0.08776 -0.392 0.046 -0.067
H -2.87080 3.41226 1.41335 -0.178 0.163 -0.132
H -1.14900 3.79138 1.28764 0.056 -0.229 0.034
H -1.18394 6.58133 0.79613 -0.527 -0.085 -0.262
H -0.38427 5.81434 2.10901 0.197 0.103 0.186
H -2.56457 7.88061 2.47166 -0.137 0.160 0.066
H -0.87748 8.33836 2.34752 0.399 -0.111 0.209
H -2.91019 8.40096 4.60868 -0.187 0.188 0.303
H -1.29198 9.07760 4.76110 0.120 0.115 0.295
H -2.24858 8.65942 6.91125 -0.054 0.003 0.288
H -0.87254 7.55472 6.75954 0.154 -0.054 -0.078
H -1.75460 5.89615 8.13947 -0.085 0.017 0.960
H -3.48324 5.44988 8.16618 0.051 -0.230 -0.781
H -3.11680 7.03706 8.64019 0.508 0.378 -0.042
C 5.59146 4.20135 3.92451 0.549 0.290 -0.446
O 6.04826 2.87978 3.74199 -0.192 -0.650 0.132
C 7.11729 2.72635 2.80818 -1.098 -0.290 0.475
C 6.57455 2.47372 1.40758 0.319 0.734 -0.295
O 5.76174 3.52831 0.93793 -0.121 0.582 -0.129
C 4.97244 3.13053 -0.16225 -1.257 -0.426 0.078
C 4.36463 4.31013 -0.91802 1.454 0.630 0.951
O 3.54539 5.15569 -0.09888 0.485 -1.167 -1.054
C 2.22892 4.69005 -0.11767 -1.402 1.362 0.927
H 5.12084 4.57898 3.01445 0.207 0.191 -0.017
H 6.48782 4.76879 4.19639 -0.307 0.616 -0.034
H 4.85609 4.28322 4.72376 0.150 -0.495 0.153
H 7.59855 1.80177 3.13014 0.264 0.016 -0.145
H 7.83525 3.54246 2.91548 -0.057 0.189 -0.324
H 5.98624 1.55203 1.43549 0.157 -0.172 -0.076
H 7.39488 2.44495 0.68094 0.257 -0.792 0.177
H 4.17651 2.48175 0.22290 -0.224 -0.027 -0.031
H 5.49137 2.49862 -0.89241 0.508 0.180 -0.015
H 3.88654 3.97424 -1.83862 -0.372 -0.106 0.172
H 5.21912 4.93140 -1.19759 -0.048 0.149 -0.134
H 1.67366 5.46630 0.42206 -0.097 -0.095 0.145
H 2.03464 3.76406 0.42836 0.364 -0.286 -0.320
H 1.76178 4.69139 -1.10617 0.371 -0.483 -0.211
C -1.66181 -0.57727 0.19012 -0.571 -0.148 0.537
O -2.36768 -1.78946 0.00133 0.258 -0.243 -0.241
C -3.03841 -2.27003 1.14144 -0.422 0.488 0.546
C -3.72938 -3.58242 0.88064 0.602 -0.058 -1.158
O -2.73079 -4.50014 0.41205 -0.746 -0.889 0.512
C -3.28082 -5.81171 0.36295 0.742 -0.480 -0.192
C -2.32766 -6.85532 -0.22283 0.033 0.893 -0.659
O -1.13455 -6.96125 0.51527 -0.299 0.718 0.967
C -0.24375 -7.93177 0.05541 -0.276 -0.547 -0.172
H -2.30723 0.22150 0.57319 -0.543 0.015 -0.349
H -1.16872 -0.26232 -0.72781 -0.475 -0.847 -0.029
H -0.89625 -0.59296 0.97397 0.269 -0.763 0.010
H -3.83550 -1.56725 1.41148 0.045 0.215 0.248
H -2.36014 -2.35065 1.99400 0.105 -0.037 0.012
H -4.50456 -3.45043 0.11662 0.151 0.032 -0.351
H -4.29497 -3.97589 1.72914 0.473 0.108 0.482
H -4.16239 -5.80338 -0.28415 -0.191 -0.097 0.026
H -3.55588 -6.21332 1.34271 -0.174 0.499 0.313
H -2.11438 -6.55995 -1.25817 0.252 0.001 -0.150
H -2.88617 -7.79316 -0.30419 0.101 -0.246 0.287
H 0.10729 -7.63569 -0.93874 -0.009 -0.528 -0.210
H -0.74999 -8.90227 0.10863 0.088 -0.149 -0.701
H 0.62756 -8.07046 0.69557 -0.103 0.677 0.269
```
Forces are in eV/Å.

Results
* energy above the lowest of the compared OMol25 structures with the same formula, charge and spin: 0.00 kJ/mol
* lowest unoccupied orbital energy: 0.38 eV
* DFT total energy: -5548.2961 a.u.
* HOMO level: -8.21 eV